[1]
{
  "formula": "C15H32NO14P3",
  "method": "wB97M-V/def2-TZVPD",
  "elements": ["O", "C", "O", "N", "C", "C", "C", "C", "C", "H", "H", "H", "H", "H", "C", "O", "P", "O", "O", "C", "O", "C", "H", "H", "H", "H", "H", "H", "H", "H", "H", "C", "O", "P", "O", "O", "C", "O", "C", "H", "H", "H", "H", "H", "H", "H", "H", "H", "C", "O", "P", "O", "O", "C", "O", "C", "H", "H", "H", "H", "H", "H", "H", "H", "H"],
  "positions_angstrom": [[-6.831, -2.205, 4.001], [-6.323, -3.056, 3.288], [-6.789, -4.028, 2.702], [-4.798, -2.911, 3.045], [-4.270, -3.407, 1.937], [-2.908, -3.324, 1.722], [-2.073, -2.690, 2.633], [-2.688, -2.185, 3.783], [-4.049, -2.295, 3.958], [-4.911, -3.878, 1.209], [-2.531, -3.769, 0.811], [-1.014, -2.592, 2.445], [-2.126, -1.680, 4.557], [-4.546, -1.887, 4.825], [3.259, -0.353, 2.967], [2.729, 0.941, 2.635], [1.346, 1.455, 3.430], [0.366, 0.742, 2.532], [1.665, 2.995, 3.033], [2.555, 3.405, 1.997], [0.280, 2.001, 4.564], [-0.931, 2.584, 4.081], [4.172, -0.492, 2.393], [3.500, -0.420, 4.027], [2.543, -1.131, 2.699], [2.307, 2.918, 1.053], [3.587, 3.204, 2.274], [2.437, 4.479, 1.874], [-1.583, 1.821, 3.664], [-0.724, 3.353, 3.338], [-1.416, 3.038, 4.944], [1.621, 4.562, -3.049], [2.730, 5.480, -2.945], [2.953, 6.240, -1.510], [1.975, 7.355, -1.556], [4.473, 6.678, -1.838], [4.964, 6.897, -3.157], [3.294, 6.061, 0.065], [3.529, 7.264, 0.802], [1.655, 4.119, -4.041], [1.700, 3.767, -2.307], [0.680, 5.097, -2.923], [4.329, 7.599, -3.698], [5.047, 5.958, -3.700], [5.957, 7.331, -3.057], [2.600, 7.813, 0.940], [4.268, 7.887, 0.304], [3.910, 6.959, 1.775], [-2.392, -7.978, -2.336], [-2.236, -7.082, -3.454], [-1.357, -5.693, -3.222], [-2.423, -4.853, -2.588], [-1.138, -5.492, -4.813], [-1.971, -6.067, -5.817], [-0.027, -4.791, -2.915], [-0.132, -3.392, -3.183], [-2.949, -8.843, -2.685], [-1.424, -8.311, -1.963], [-2.951, -7.487, -1.538], [-3.020, -5.830, -5.637], [-1.826, -7.143, -5.873], [-1.670, -5.625, -6.765], [-0.778, -2.911, -2.452], [-0.504, -3.215, -4.190], [0.875, -2.987, -3.094]],
  "gap_ev": 7.1,
  "charge": 0,
  "e_lumo_ev": -1.9421
}

---

[2]
{
  "formula": "C4H7NO2",
  "method": "wB97M-V/def2-TZVPD",
  "elements": ["O", "C", "C", "N", "C", "C", "O", "H", "H", "H", "H", "H", "H", "H"],
  "positions_angstrom": [[-0.342, -1.451, -1.960], [-0.685, -0.352, -1.603], [0.116, 0.536, -0.697], [1.465, 0.095, -0.331], [1.077, -0.014, 1.095], [-0.366, 0.399, 0.785], [-1.243, -0.671, 1.045], [-1.660, 0.087, -1.919], [0.088, 1.565, -1.083], [1.672, -0.809, -0.749], [1.129, -1.018, 1.527], [1.631, 0.684, 1.733], [-0.726, 1.330, 1.235], [-2.156, -0.382, 0.921]],
  "smiles": "O=C[C@@H]1NC[C@@H]1O",
  "gap_ev": 9.9,
  "charge": 0,
  "e_lumo_ev": 0.5867,
  "e_above_lowest_kj_mol": 225.5
}

---

[3]
{
  "formula": "C15H29F3O10Ti",
  "method": "wB97M-V/def2-TZVPD",
  "elements": ["Ti", "C", "C", "O", "H", "H", "H", "H", "H", "C", "C", "C", "O", "H", "H", "H", "H", "H", "H", "H", "C", "C", "O", "C", "O", "C", "F", "F", "F", "H", "H", "H", "H", "H", "C", "O", "C", "O", "O", "C", "H", "H", "H", "H", "H", "H", "C", "O", "C", "O", "O", "C", "H", "H", "H", "H", "H", "H"],
  "positions_angstrom": [[0.036, -0.557, -0.766], [-1.297, -5.036, -2.198], [-1.447, -3.630, -1.532], [-0.821, -2.497, -2.137], [-1.802, -5.026, -3.164], [-1.655, -5.853, -1.571], [-0.299, -5.278, -2.565], [-1.118, -3.695, -0.495], [-2.500, -3.364, -1.446], [3.126, 0.597, -4.103], [1.736, 1.053, -3.559], [0.955, 1.439, -4.813], [1.140, -0.036, -2.915], [3.553, 1.330, -4.787], [3.209, -0.330, -4.670], [3.894, 0.537, -3.331], [1.885, 1.916, -2.910], [1.541, 2.144, -5.401], [0.086, 1.989, -4.451], [0.733, 0.591, -5.460], [-0.714, 3.208, 3.140], [-1.432, 2.212, 2.184], [-2.084, 2.887, 1.082], [-1.749, 2.482, -0.188], [-0.764, 1.729, -0.454], [-2.645, 3.087, -1.252], [-3.422, 2.128, -1.864], [-3.442, 4.022, -0.795], [-1.814, 3.614, -2.184], [-1.327, 3.309, 4.035], [-0.411, 4.199, 2.801], [0.188, 2.686, 3.460], [-2.159, 1.553, 2.659], [-0.565, 1.614, 1.902], [1.981, -0.038, 3.688], [2.639, 0.966, 2.876], [2.433, 1.165, 1.523], [1.644, 0.565, 0.770], [3.211, 2.106, 1.197], [3.178, 2.561, -0.201], [1.047, -0.451, 3.306], [1.749, 0.499, 4.608], [2.779, -0.763, 3.845], [3.812, 3.439, -0.326], [2.179, 2.961, -0.373], [3.337, 1.857, -1.019], [0.339, -2.954, 1.697], [-0.991, -2.663, 2.192], [-1.768, -1.652, 1.765], [-1.517, -0.873, 0.828], [-2.901, -1.578, 2.506], [-3.361, -2.599, 3.358], [1.020, -2.929, 2.547], [0.602, -2.249, 0.909], [0.462, -3.984, 1.363], [-4.354, -2.266, 3.662], [-2.679, -2.594, 4.208], [-3.459, -3.543, 2.822]],
  "gap_ev": [4.3, 4.1],
  "charge": 0,
  "e_lumo_ev": [0.1031, -2.3490],
  "s_squared": 6.027,
  "multiplicity": 5
}

---

[4]
{
  "formula": "C43H46N5OS",
  "method": "wB97M-V/def2-TZVPD",
  "elements": ["C", "N", "C", "O", "C", "C", "C", "C", "N", "C", "C", "C", "C", "C", "C", "N", "C", "C", "C", "C", "C", "C", "C", "C", "C", "C", "C", "C", "H", "H", "H", "H", "H", "H", "H", "H", "H", "H", "H", "H", "H", "H", "H", "H", "H", "H", "H", "H", "H", "H", "H", "H", "H", "H", "C", "C", "C", "C", "C", "N", "C", "C", "C", "C", "C", "C", "S", "C", "N", "C", "C", "C", "C", "C", "C", "C", "H", "H", "H", "H", "H", "H", "H", "H", "H", "H", "H", "H", "H", "H", "H", "H", "H", "H", "H", "H"],
  "positions_angstrom": [[-1.957, -2.379, 3.018], [-1.160, -1.193, 2.789], [-1.705, -0.086, 2.201], [-2.906, 0.065, 1.976], [-0.529, 0.829, 1.884], [-0.785, 2.348, 1.944], [-2.074, 2.766, 1.339], [-2.409, 2.877, -0.003], [-3.745, 3.220, -0.103], [-4.283, 3.389, 1.170], [-5.590, 3.668, 1.567], [-5.866, 3.683, 2.945], [-4.851, 3.409, 3.879], [-3.543, 3.115, 3.471], [-3.251, 3.109, 2.108], [0.500, 0.343, 2.795], [1.731, 0.979, 2.794], [2.935, 0.524, 3.299], [4.294, 0.972, 2.893], [5.362, -0.091, 3.015], [6.290, -0.298, 1.998], [7.428, -1.062, 2.267], [7.520, -1.759, 3.475], [6.552, -1.584, 4.477], [5.511, -0.680, 4.258], [0.267, -1.085, 3.094], [0.474, -1.471, 4.570], [1.089, -2.004, 2.181], [-2.969, -2.164, 2.676], [-1.570, -3.249, 2.467], [-1.985, -2.633, 4.080], [-0.240, 0.590, 0.839], [-0.730, 2.685, 2.981], [0.045, 2.808, 1.399], [-1.785, 2.694, -0.869], [-4.258, 3.344, -0.972], [-6.345, 3.859, 0.806], [-6.876, 3.905, 3.289], [-5.093, 3.424, 4.943], [-2.750, 2.879, 4.184], [1.672, 2.001, 2.364], [2.945, -0.360, 3.966], [4.245, 1.431, 1.882], [6.131, 0.140, 1.010], [8.200, -1.142, 1.499], [8.341, -2.456, 3.624], [6.566, -2.148, 5.416], [4.803, -0.425, 5.045], [-0.213, -0.878, 5.194], [0.241, -2.540, 4.701], [1.499, -1.307, 4.901], [0.654, -1.990, 1.175], [2.130, -1.669, 2.166], [1.044, -3.034, 2.542], [4.991, 5.267, 7.765], [4.225, 4.509, 6.681], [3.131, 3.644, 7.299], [5.133, 3.679, 5.783], [6.249, 4.531, 5.255], [6.982, 3.817, 4.201], [8.230, 4.306, 3.734], [8.670, 3.571, 2.643], [9.902, 3.827, 2.045], [10.713, 4.844, 2.563], [10.261, 5.610, 3.663], [9.005, 5.362, 4.245], [7.458, 2.387, 2.167], [6.414, 2.818, 3.447], [5.195, 2.311, 3.676], [4.353, 2.961, 4.661], [3.393, 3.886, 3.930], [2.017, 3.676, 4.008], [1.129, 4.632, 3.523], [1.629, 5.822, 2.986], [3.006, 5.998, 2.837], [3.894, 5.000, 3.250], [5.633, 4.600, 8.351], [5.596, 6.084, 7.360], [4.276, 5.727, 8.452], [3.729, 5.259, 6.040], [3.566, 2.770, 7.807], [2.587, 4.229, 8.047], [2.391, 3.304, 6.567], [5.600, 2.881, 6.390], [5.910, 5.523, 4.910], [6.949, 4.742, 6.071], [10.178, 3.214, 1.185], [11.684, 5.039, 2.097], [10.909, 6.406, 4.049], [8.638, 5.972, 5.077], [3.796, 2.137, 5.115], [1.652, 2.749, 4.469], [0.058, 4.458, 3.618], [0.932, 6.591, 2.661], [3.407, 6.915, 2.404], [4.976, 5.119, 3.120]],
  "gap_ev": 7.0,
  "charge": 1,
  "e_lumo_ev": -2.3337,
  "e_above_lowest_kj_mol": 6.2
}

---

For each record above, in turn, the calculated total energy values are -74094.1200; -9844.9422; -67760.8576; -65665.5198 eV.